Entry 1:
Entry from the OMol25 dataset: 2 unconnected molecules or ions with the total composition C2H8N2O2 in a non-equilibrium geometry (ωB97M-V with the def2-TZVPD basis set).

Element x y z (Å)
H (0.606065, 2.249657, 0.400296)
C (-1.208338, -1.727783, -1.052061)
N (0.231303, -1.897964, -0.974025)
O (1.331840, 3.609566, 1.745195)
N (-1.855743, -1.479023, 0.224944)
H (-1.520327, -0.885916, -1.677284)
H (-1.636030, -2.650292, -1.434922)
H (-1.454474, -0.708595, 0.749018)
C (1.525702, 2.781789, 0.691616)
H (0.670767, -1.807128, -1.883832)
H (0.736644, -1.251613, -0.371285)
O (2.543848, 2.661145, 0.092119)
H (-1.585236, -2.212414, 0.885008)
H (1.613980, 3.318575, 2.605218)

Atomic forces in eV per Å
-0.045 0.159 0.001
-0.272 0.825 0.587
0.845 -0.178 -0.073
-0.622 0.675 -0.363
0.504 -0.701 1.195
0.090 -0.110 -0.305
-0.049 0.004 -0.238
-0.010 0.728 -0.678
-0.027 -0.501 -0.113
-0.119 -0.174 -0.019
-0.579 0.063 -0.022
0.180 0.045 0.103
-0.401 -0.452 -0.447
0.505 -0.384 0.373

Properties
* HOMO: -9.416 eV
* LUMO: 0.5 eV
* strongest force on any atom: 1.5 eV/A
* charge: 0
* frontier orbital gap: 9.90 eV
* SMILES string: O=CO.NCN


Entry 2:
Entry from the OMol25 dataset: a molecular structure, C14H8Br3N2ORhSe4 (ωB97M-V with the def2-TZVPD basis set).

Element x y z (Å)
C (2.686146, 0.998208, -0.788330)
C (-4.123318, -1.684548, 0.287320)
H (-1.434327, -4.783997, -1.856746)
C (4.039329, 2.150854, 1.255756)
C (-0.417822, -3.001987, -1.231522)
C (2.696213, 1.839662, 1.357424)
N (-1.827604, -0.135940, 0.468330)
C (4.027332, 1.284505, -0.950051)
O (0.535131, -0.970369, -0.461758)
N (2.027780, 1.289493, 0.341159)
H (-2.958417, 1.293577, 1.385057)
Br (-4.244497, -4.598487, -1.084324)
C (4.723526, 1.883630, 0.085623)
Se (0.901834, 4.523907, -0.768534)
Se (-0.568695, 2.050452, -1.636334)
H (2.107743, 0.519352, -1.564843)
C (-0.484479, -1.764305, -0.613566)
H (4.515671, 1.043290, -1.883108)
H (5.771737, 2.131229, -0.008990)
H (2.138970, 2.037058, 2.261150)
C (-2.760715, -3.439045, -0.881935)
C (-4.149609, -0.452374, 0.872580)
Br (1.238734, -3.579288, -1.917810)
C (-1.770414, -1.370931, -0.125387)
H (-5.061890, -0.045233, 1.284081)
Br (4.901608, 2.947902, 2.727133)
C (-2.970287, 0.307289, 0.940168)
C (-2.913502, -2.187012, -0.243359)
C (-1.542502, -3.827614, -1.364671)
H (-5.019105, -2.286504, 0.221546)
Se (0.501083, 4.490521, 1.434199)
Se (-0.574531, 2.543588, 2.052566)
Rh (0.008875, 0.793124, 0.407187)

Atomic forces in eV per Å
0.005 0.039 0.011
0.007 -0.004 0.000
0.000 -0.001 0.001
-0.012 0.001 0.012
-0.033 -0.027 -0.021
0.014 -0.027 -0.026
0.023 0.008 -0.005
-0.019 -0.008 -0.009
-0.009 -0.065 -0.025
0.050 0.022 -0.011
-0.020 0.002 -0.013
-0.006 0.000 0.000
0.031 0.003 0.002
0.013 -0.019 0.069
-0.032 0.026 0.044
-0.004 -0.015 0.006
0.028 0.037 0.007
-0.001 -0.005 0.002
-0.001 0.001 0.001
0.008 -0.010 0.006
0.010 0.000 -0.003
0.016 0.008 -0.004
0.012 -0.008 -0.001
-0.026 0.000 0.009
0.001 0.002 -0.005
0.008 0.006 0.004
-0.015 -0.012 0.009
-0.028 -0.007 0.008
0.017 0.000 0.008
0.000 0.001 -0.006
-0.052 0.000 -0.075
0.037 -0.022 -0.053
-0.018 0.074 0.059

Properties
* HOMO (spin up / spin down): -7.405 / -7.754 eV
* LUMO (spin up / spin down): -0.4 / -2.2 eV
* strongest force on any atom: 0.1 eV/A
* charge: 0
* multiplicity: 5
* frontier orbital gap (spin up / spin down): 6.98 / 5.58 eV


Entry 3:
Entry from the OMol25 dataset: 2 unconnected molecules or ions with the total composition C5H16N2O in a non-equilibrium geometry (ωB97M-V with the def2-TZVPD basis set).

Element x y z (Å)
H (0.220778, -1.799459, 2.964879)
C (1.168750, 0.745592, -0.552502)
H (-1.835800, 0.851122, 0.237084)
H (-1.466499, -1.397016, 2.653993)
H (2.198259, 0.741937, 0.188723)
N (2.314690, -1.211045, -1.598759)
H (2.680358, -1.567961, -2.493532)
H (-3.078942, 2.533883, 0.284734)
C (-0.435398, -1.503678, 2.176565)
H (-0.385355, -2.482395, 1.546739)
H (2.458253, 0.793140, -2.459933)
H (-1.394893, 0.853856, -1.478682)
C (1.756586, 0.158089, -1.774614)
H (-2.031776, -0.474997, -0.899674)
C (0.072964, -0.187572, 0.026811)
H (0.911299, 1.864772, -0.507536)
H (-2.914294, 1.659818, 1.445256)
N (0.035656, -0.323313, 1.500975)
H (0.235995, -1.254126, -0.347002)
C (-1.305372, 0.309538, -0.571702)
H (2.961609, -1.413389, -0.933607)
H (0.032122, 0.513767, 1.956220)
H (0.813002, -0.039021, -2.554349)
O (-3.011999, 2.628461, 1.189908)

Atomic forces in eV per Å
0.615 0.183 0.922
3.401 0.828 4.005
0.526 -0.168 -0.706
0.969 -0.292 -0.817
-2.858 -0.082 -1.296
-2.361 0.583 -3.278
-0.451 0.373 0.698
-0.274 0.137 -3.218
-1.223 -1.321 -0.562
-0.444 2.045 0.455
-1.099 -0.519 1.795
1.075 1.247 -0.767
-1.183 -0.896 -4.951
0.709 -0.286 0.920
-1.054 -1.126 -0.450
0.079 -1.782 -0.719
-0.255 1.968 0.007
0.751 -2.128 -3.051
0.083 1.571 0.319
-1.478 -1.384 1.278
2.197 0.127 2.604
-0.192 2.321 1.692
2.137 0.479 1.705
0.330 -1.882 3.416

Properties
* HOMO: -8.345 eV
* LUMO: 0.9 eV
* strongest force on any atom: 5.3 eV/A
* charge: 0
* frontier orbital gap: 9.26 eV
* SMILES string: CN[C@@H](C)CCN.O


Entry 4:
Entry from the OMol25 dataset: a single C2H3ClNOP molecule in a non-equilibrium geometry (ωB97M-V with the def2-TZVPD basis set).

Element x y z (Å)
Cl (-2.503634, -0.075834, -2.170884)
N (-0.931510, -0.502354, 1.719895)
C (0.156225, -0.501576, 1.237634)
H (1.110929, -0.785008, 1.707120)
H (1.568152, 0.879374, 0.213594)
C (0.811399, 0.114834, -0.053072)
P (-1.464986, 1.259238, -1.194037)
O (-0.131923, 0.260374, -1.045884)
H (1.385348, -0.649048, -0.414367)

Atomic forces in eV per Å
-1.192 -0.960 -0.902
-2.802 -0.246 0.885
4.774 1.453 -1.502
-0.280 -0.796 1.196
-1.024 0.512 -0.128
-2.195 0.278 1.475
1.583 0.574 0.988
-0.623 1.432 -1.212
1.760 -2.247 -0.799

Properties
* HOMO (spin up / spin down): -7.587 / -10.714 eV
* LUMO (spin up / spin down): 0.7 / -1.3 eV
* strongest force on any atom: 5.2 eV/A
* charge: 0
* multiplicity: 3
* frontier orbital gap (spin up / spin down): 8.31 / 9.41 eV


Entry 5:
Entry from the OMol25 dataset: a molecular structure, C3H2O3Yb in a non-equilibrium geometry (ωB97M-V with the def2-TZVPD basis set).

Element x y z (Å)
H (-3.223299, 1.506197, -1.968406)
Yb (-0.508169, -0.911518, 2.309260)
O (-1.695957, 0.173612, 0.585654)
O (-3.931703, -0.339209, -0.498400)
C (-4.778309, 0.077583, -1.346701)
H (-5.594260, 1.226299, -3.031136)
C (-2.335250, 0.396271, -0.409812)
O (-2.170869, 1.244206, -1.292862)
C (-4.915693, 0.948121, -2.237704)

Atomic forces in eV per Å
0.396 -1.499 1.218
-0.585 0.490 -0.735
0.593 -2.003 1.430
2.076 -0.841 2.045
3.473 2.635 -0.825
0.417 0.333 0.023
-3.174 2.037 -2.217
-2.068 -0.484 -0.674
-1.128 -0.668 -0.267

Properties
* HOMO: -16.215 eV
* LUMO: -10.6 eV
* strongest force on any atom: 4.4 eV/A
* charge: +2
* frontier orbital gap: 5.64 eV


Entry 6:
Entry from the OMol25 dataset: a single C5H13PS molecule in a non-equilibrium geometry (ωB97M-V with the def2-TZVPD basis set).

Element x y z (Å)
H (-0.667694, 2.015396, -1.598683)
C (1.146354, -1.345639, -1.232857)
C (-1.006937, 1.443660, 1.398754)
C (-1.391990, 1.213957, -1.473515)
H (2.131925, -1.802631, -1.332718)
C (1.395725, -1.078032, 1.271371)
H (-0.957035, 0.891158, 2.337725)
H (-2.393908, 1.628601, -1.350517)
H (0.655751, -1.850577, 1.478417)
C (1.105296, -0.421470, -0.046549)
P (-1.042266, 0.214192, 0.030096)
H (-1.385680, 0.555464, -2.337929)
H (-1.922768, 2.034340, 1.380644)
H (0.924781, -0.809187, -2.153844)
H (1.658821, 0.501701, -0.201304)
H (2.378599, -1.550937, 1.237459)
H (1.389520, -0.357422, 2.086726)
S (-2.295730, -1.236283, 0.306700)
H (0.413308, -2.141978, -1.108351)
H (-0.136064, 2.095685, 1.308376)

Atomic forces in eV per Å
0.076 0.052 -0.004
0.056 0.049 -0.007
0.034 -0.351 -0.324
0.157 -0.356 0.477
0.092 -0.056 -0.030
-0.088 0.068 0.026
-0.007 0.052 -0.052
0.045 -0.017 -0.027
-0.036 -0.086 0.052
-3.003 0.798 -0.206
2.639 0.098 0.206
0.004 -0.011 -0.061
-0.001 -0.016 0.017
0.011 -0.042 -0.115
-0.028 0.118 -0.014
0.087 -0.040 0.048
0.023 -0.008 0.109
0.034 -0.161 -0.036
-0.041 -0.098 -0.030
-0.052 0.008 -0.030

Properties
* HOMO: -8.253 eV
* LUMO: 0.8 eV
* strongest force on any atom: 3.1 eV/A
* charge: 0
* frontier orbital gap: 9.03 eV
* SMILES string: CC(C)P(C)(C)=S


Entry 7:
Entry from the OMol25 dataset: a single C2H4NP molecule in a non-equilibrium geometry (ωB97M-V with the def2-TZVPD basis set).

Element x y z (Å)
C (1.025383, 0.280683, 0.168313)
H (2.074878, -0.181065, -0.054291)
H (1.120668, 0.427691, 1.238457)
H (1.106167, 1.300098, -0.306771)
H (-0.053302, -1.250166, -1.163808)
C (-0.096537, -0.728099, -0.128682)
N (-3.305696, 0.202569, 0.343825)
P (-1.871559, -0.051709, -0.097041)

Atomic forces in eV per Å
2.043 -0.119 -0.255
-2.014 0.315 -0.064
-0.396 0.213 0.275
-0.588 -1.136 0.162
-0.100 0.906 1.604
-1.354 0.563 -1.579
2.462 -0.571 -0.599
-0.053 -0.170 0.457

Properties
* HOMO (spin up / spin down): -8.931 / -8.934 eV
* LUMO (spin up / spin down): -1.1 / -1.1 eV
* strongest force on any atom: 2.6 eV/A
* charge: 0
* frontier orbital gap (spin up / spin down): 7.80 / 7.80 eV
* SMILES string: CC=P#N


Entry 8:
Entry from the OMol25 dataset: a molecular structure, C41H46FI2O8PSi2 in a non-equilibrium geometry (ωB97M-V with the def2-TZVPD basis set).

Element x y z (Å)
C (6.868634, 0.058986, 1.177307)
C (4.226480, 3.072937, -1.277384)
H (-1.964327, -3.112434, 3.510573)
H (5.765974, -0.117516, 1.112418)
C (-1.528203, -1.195565, 4.366467)
H (3.320563, 4.867695, -0.303221)
C (3.688127, 3.859604, -0.019354)
I (2.897220, -1.906141, -0.222163)
C (-3.877849, -4.839463, 6.774970)
H (5.800299, 2.338736, 0.005770)
Si (0.809766, 0.990855, -0.605207)
C (-2.788845, -2.143658, 6.657381)
H (7.979897, -1.232405, -0.227777)
H (8.245985, 0.497953, -0.444997)
C (-6.481230, 0.387477, -9.894316)
C (-3.936719, -4.042750, 7.919461)
C (-4.775257, 1.919611, -8.321084)
C (-2.829711, 1.394727, -3.579336)
Si (2.293817, 2.963608, 0.909562)
H (7.194835, -0.663018, 4.295167)
H (-4.215273, -0.205638, -3.917013)
H (-4.516550, -3.943025, 9.986285)
I (-1.847567, -0.349353, 0.889952)
H (-2.578937, 1.065032, -2.577245)
H (0.969417, 3.609879, 0.757528)
C (-2.688690, -2.956612, 5.527437)
C (-4.390149, -6.133821, 6.802826)
C (-3.427671, -2.649262, 7.896884)
H (-0.022450, -3.291724, 0.291278)
O (2.084294, 1.317355, 0.488709)
H (6.892477, -0.696634, -2.273371)
C (1.063882, 1.965599, -3.319272)
C (1.059030, -1.515048, 0.859558)
H (-6.188932, 1.894124, -11.398668)
P (2.713709, 2.931386, 3.118661)
H (3.356132, 2.746992, -1.868482)
C (7.457002, -0.253734, -0.231157)
C (6.410240, -0.242888, -1.380488)
C (-4.975397, -5.849872, 9.121698)
H (0.857941, -0.128460, -2.815262)
H (6.807560, 1.792880, -2.201185)
H (1.860963, 2.123938, -4.071225)
H (-5.392348, -6.248061, 10.038243)
O (1.272975, 3.192226, 3.961735)
O (-3.528048, -1.937779, 8.877925)
H (5.663419, -1.026950, 3.340594)
C (0.079168, -0.708384, -0.049828)
C (-4.937867, -6.636306, 7.973676)
H (-7.136168, -0.214441, -10.511664)
C (-2.273891, -0.850090, 6.630772)
H (0.143250, 1.757885, -3.880643)
H (-0.180905, 2.066784, -0.554516)
H (7.009615, 1.142967, 1.376590)
H (-1.500915, 3.084004, -3.526216)
H (5.556586, -0.900290, -1.134410)
H (1.236187, -3.633506, 1.506369)
H (-4.674780, 3.252680, -10.003861)
C (5.101211, 1.908455, -0.741049)
O (-5.555672, -0.688149, -5.964105)
C (5.962306, 1.187938, -1.821907)
H (-0.284766, -2.803187, 2.036031)
H (0.693998, 3.828026, 3.526779)
C (-3.479013, 2.248164, -6.146313)
H (-4.357402, -6.749003, 5.913280)
C (-5.945475, 1.571095, -10.394256)
C (-3.831029, 2.724020, -7.506984)
O (3.874175, 4.110829, 3.491272)
O (7.374748, -0.781320, 2.199756)
C (-5.331006, 0.744930, -7.811373)
H (6.334120, 0.610446, 3.386825)
C (-4.070302, 1.098667, -5.619822)
H (4.499427, 4.032968, 0.721704)
C (-4.481514, -4.554132, 9.093981)
H (3.697856, 4.899575, 2.967241)
C (-5.093994, 2.335806, -9.610946)
C (-5.030053, 0.305712, -6.426842)
H (-2.082163, 3.845236, -5.798941)
H (-5.331984, -7.644661, 7.994673)
H (1.333153, -0.952448, 1.766878)
H (-6.601767, -0.940171, -8.216001)
H (-1.242267, 0.626906, 5.469981)
H (-1.029930, -0.827822, 3.478641)
H (2.500763, 0.617942, -2.409431)
H (-0.078645, -1.313359, -0.962280)
C (-3.750022, 0.679458, -4.330958)
F (0.938615, 3.163751, -2.618775)
H (5.300018, 1.027113, -2.706009)
C (1.402598, 0.743805, -2.414450)
C (-2.052556, -2.479961, 4.384516)
C (6.620072, -0.463704, 3.379837)
C (-6.179870, -0.022413, -8.604077)
C (-3.257053, -4.326634, 5.528573)
H (4.873690, 3.728285, -1.887158)
C (0.445179, -2.918586, 1.220111)
H (-2.359479, -0.214364, 7.502217)
H (4.528127, 1.126167, -0.204575)
O (-3.209061, -5.018733, 4.529669)
C (-2.224979, 2.531047, -4.111670)
O (-3.349507, 3.749377, -7.948308)
C (-1.645697, -0.378198, 5.487693)
C (-2.551614, 2.960036, -5.389880)

Atomic forces in eV per Å
-0.732 -0.415 -1.375
0.287 0.037 1.430
-0.125 -0.098 0.086
0.506 0.194 0.126
0.020 -0.111 0.255
0.010 -0.506 0.114
0.008 -0.016 -0.303
-0.256 0.175 0.093
-0.092 -0.059 0.201
-0.410 -0.133 -0.270
0.887 -1.100 0.205
0.091 0.065 -0.189
-0.420 0.428 0.231
-0.366 -0.398 -0.045
0.073 0.058 0.102
-0.056 -0.232 -0.026
-0.146 -0.139 -0.101
-0.020 0.005 -0.114
-0.032 -0.085 -0.218
-0.145 -0.245 -0.468
-0.060 0.005 -0.144
0.052 0.103 -0.110
0.312 -0.149 -0.480
-0.031 0.016 -0.006
-0.038 0.092 -0.248
0.089 0.201 0.013
-0.076 -0.119 0.135
-0.042 0.388 0.525
-0.028 -0.043 0.591
-1.072 1.658 -0.717
-0.217 0.131 0.492
0.566 -1.145 -0.773
-1.346 -0.696 0.370
0.009 -0.005 0.026
0.904 -1.416 1.867
0.514 -0.019 -0.015
0.313 -0.035 0.210
1.023 0.518 -0.417
0.051 0.080 -0.101
0.588 0.164 0.109
-0.263 -0.248 0.453
-0.312 -0.010 0.401
0.003 0.016 -0.024
0.967 0.435 -1.104
0.012 -0.089 -0.113
0.490 0.134 0.310
1.262 0.184 -0.102
0.054 0.107 -0.030
0.009 0.018 0.021
0.089 0.114 -0.139
0.145 0.339 0.344
-0.174 -0.034 0.091
0.063 -0.569 0.352
-0.087 0.057 0.009
0.214 0.504 -0.002
-0.446 0.383 0.069
0.072 -0.014 0.137
0.801 -0.104 -0.416
0.076 0.116 -0.049
-1.300 -0.804 -0.147
0.184 -0.157 -0.417
-0.160 0.154 0.064
0.066 -0.117 0.225
0.080 0.127 -0.045
0.047 -0.015 0.115
0.228 0.537 -0.260
-1.547 -0.326 -0.808
-0.124 1.061 0.396
-0.009 0.091 -0.217
0.298 -0.471 0.062
0.155 0.149 0.114
-0.257 -0.155 -0.536
-0.090 -0.173 0.072
0.251 0.367 0.165
-0.100 -0.070 -0.150
-0.297 -0.547 0.229
-0.113 -0.032 -0.107
0.012 0.025 -0.005
0.064 -0.169 -0.519
0.071 0.061 0.127
0.012 -0.033 -0.001
-0.020 -0.049 0.212
-0.563 -0.423 0.010
-0.331 0.241 0.505
0.135 0.039 0.144
-0.103 -0.037 0.166
0.354 0.168 0.374
-0.121 1.311 0.214
0.099 0.212 -0.053
-0.427 0.140 -0.199
-0.086 -0.002 -0.185
0.024 -0.362 -0.526
-0.418 -0.188 0.135
0.720 0.662 -0.471
-0.059 -0.137 0.052
-0.063 0.570 -0.333
-0.002 0.077 0.114
-0.168 0.010 -0.075
-0.043 -0.117 0.058
-0.058 -0.102 0.045
0.086 -0.015 0.180

Properties
* HOMO: -8.417 eV
* LUMO: -1.1 eV
* strongest force on any atom: 2.5 eV/A
* charge: 0
* frontier orbital gap: 7.30 eV


Taking the records one at a time from the top gives ΔE to the lowest compared entry with this formula, charge and spin values of 42.4, 0.0, 69.4, 0.0, 59.8, 12.3, 86.0, 39.2 kcal/mol.
Taking the records one at a time from the top gives E values of -340.962919, -18161.401794, -384.747491, -1009.439643, -1499.111987, -937.857168, -474.536569, -3807.582635 Eh.